1.
Entry from the Open Molecules 2025 dataset: a cluster of 17 separate species, C32H106N8O17 in total in a non-equilibrium geometry (ωB97M-V/def2-TZVPD).

The HOMO energy is -9.11 eV. The largest force on an atom is 0.0512 hartree/bohr. Its gap between HOMO and LUMO is 0.3198 Ha. As for the relative energy (zero: lowest compared OMol25 entry of this formula, charge and spin): 43.80 kcal/mol. As for the net charge: 0.

Geometry as XYZ:
```
163
Properties=species:S:1:pos:R:3:forces:R:3
C 5.323 1.429 0.776 0.3 0.3 0.6
C 5.842 1.207 2.205 0.3 -2.6 -0.1
C 6.411 2.464 2.776 0.5 1.2 0.0
O 7.012 2.290 4.069 -1.3 0.9 -0.8
C 8.163 1.512 4.061 0.8 -0.1 -0.6
N 4.897 0.468 3.163 1.7 0.7 -0.6
H 4.975 0.521 0.289 -0.1 -0.1 0.2
H 6.172 1.806 0.192 -0.2 0.0 0.0
H 4.540 2.185 0.769 -0.2 0.0 -0.2
H 6.701 0.507 2.094 -0.2 0.4 -0.1
H 5.679 3.287 2.764 -0.1 -0.4 0.9
H 7.174 2.884 2.085 0.0 -0.6 0.1
H 7.917 0.492 4.350 0.3 -0.2 0.3
H 8.911 1.999 4.686 -0.1 -0.3 0.5
H 8.658 1.466 3.077 -0.3 0.0 -0.1
H 5.017 -0.552 2.986 -0.3 0.8 -0.1
H 5.420 0.571 4.053 -0.9 0.1 -0.3
C 1.085 -7.227 2.910 0.8 -1.4 0.2
C 1.854 -7.055 4.229 -1.3 -0.3 0.3
C 1.423 -5.782 4.934 0.6 -0.3 0.7
O 1.631 -4.675 4.090 0.2 -0.5 0.0
C 1.327 -3.460 4.716 -0.5 0.8 0.1
N 1.587 -8.201 5.179 0.5 0.2 -1.3
H 1.459 -8.172 2.481 -0.2 0.3 -0.2
H 1.245 -6.442 2.179 -0.1 0.2 0.1
H 0.026 -7.410 3.104 -0.1 0.4 0.0
H 2.929 -7.037 4.035 0.0 0.1 0.1
H 2.039 -5.716 5.850 -0.1 0.3 -0.2
H 0.383 -5.868 5.290 0.0 0.1 -0.3
H 0.249 -3.272 4.740 0.0 -0.2 0.0
H 1.740 -2.648 4.121 0.2 -0.1 0.0
H 1.712 -3.386 5.739 0.2 -0.2 -0.1
H 2.125 -8.982 4.783 -0.2 0.2 0.5
H 0.615 -8.492 5.039 0.2 0.2 0.2
C 5.321 -3.971 -0.069 0.4 0.3 -0.3
C 4.610 -4.961 0.800 -0.9 -0.9 0.6
C 5.514 -5.745 1.721 1.6 1.0 0.1
O 6.358 -6.553 0.906 -1.0 0.2 0.1
C 7.258 -7.320 1.644 0.7 -0.2 -0.4
N 3.611 -4.238 1.619 0.4 0.2 -0.4
H 4.557 -3.470 -0.669 0.3 0.1 -0.1
H 6.052 -4.443 -0.721 -0.2 -0.2 -0.1
H 5.879 -3.244 0.524 -0.2 0.1 0.1
H 4.110 -5.708 0.169 0.0 0.1 -0.1
H 4.971 -6.261 2.531 0.0 -0.5 -0.5
H 6.186 -5.031 2.249 -0.3 -0.1 0.0
H 6.719 -7.942 2.359 0.2 -0.1 0.3
H 8.051 -6.713 2.106 -0.4 0.1 0.4
H 7.807 -7.943 0.935 -0.3 -0.2 0.0
H 3.055 -4.853 2.207 0.0 0.1 0.0
H 2.984 -3.794 0.951 -0.1 -0.1 0.3
C -4.251 0.687 -4.743 0.2 -0.3 -0.9
C -5.609 1.036 -4.180 -1.2 -0.2 0.6
C -5.535 1.186 -2.657 1.9 0.1 0.9
O -5.017 0.012 -1.985 0.0 0.4 -0.3
C -5.872 -1.099 -2.051 -0.4 0.2 0.5
N -6.125 2.272 -4.835 0.5 0.4 1.3
H -3.451 1.150 -4.172 0.0 0.2 -0.1
H -4.255 1.047 -5.777 0.3 0.2 0.1
H -4.008 -0.375 -4.848 -0.4 -0.1 0.4
H -6.343 0.242 -4.367 0.1 0.1 -0.4
H -6.401 1.574 -2.098 -0.4 -0.4 -0.6
H -4.723 1.910 -2.458 -0.4 0.0 -0.1
H -6.829 -0.856 -1.565 -0.1 -0.1 -0.4
H -5.464 -1.918 -1.459 0.4 0.0 -0.1
H -6.008 -1.418 -3.084 -0.3 -0.2 0.0
H -5.400 2.988 -4.656 -0.3 -0.3 -0.4
H -6.889 2.619 -4.238 0.1 -0.2 -0.5
C -1.212 1.462 -1.258 -0.4 -0.4 -0.6
C -0.661 0.966 0.039 0.0 2.3 1.3
C 0.528 0.075 -0.140 0.1 -1.0 -0.6
O 0.821 -0.576 1.081 -0.8 0.2 0.6
C 1.881 -1.458 0.992 1.6 -0.4 -0.3
N -0.327 2.179 0.845 0.2 -0.6 0.3
H -1.395 0.618 -1.927 0.0 0.2 -0.2
H -0.496 2.167 -1.691 0.0 -0.1 -0.3
H -2.166 1.971 -1.126 0.0 0.1 0.1
H -1.451 0.538 0.665 0.1 -0.8 -0.5
H 1.428 0.600 -0.490 -0.2 0.3 0.1
H 0.303 -0.692 -0.906 0.0 0.1 0.2
H 2.741 -0.938 0.539 -0.1 -0.3 -0.2
H 1.640 -2.365 0.425 -0.1 0.2 -0.2
H 2.265 -1.782 1.961 -0.6 0.2 0.3
H -0.038 2.995 0.313 0.3 -0.3 -0.2
H 0.425 1.926 1.487 -0.1 0.5 0.0
C -4.673 9.282 -3.065 -0.5 0.1 -0.5
C -4.555 7.773 -2.930 0.1 0.2 -0.1
C -3.089 7.375 -2.753 -1.4 0.3 0.5
O -3.050 5.980 -2.650 -0.2 -0.5 -0.9
C -1.789 5.572 -2.248 1.1 0.3 2.2
N -5.367 7.332 -1.804 0.1 -0.2 0.3
H -5.716 9.607 -3.081 -0.1 -0.3 0.2
H -4.302 9.607 -4.041 0.5 0.1 0.3
H -4.193 9.784 -2.221 0.2 0.1 -0.2
H -4.918 7.307 -3.854 -0.1 -0.1 0.1
H -2.805 7.752 -1.759 0.5 0.5 -0.4
H -2.510 7.748 -3.603 0.4 0.0 0.3
H -1.683 4.495 -2.173 -0.1 0.5 -0.3
H -1.631 5.864 -1.191 0.1 0.3 -0.2
H -0.998 6.050 -2.823 0.2 -0.2 -0.3
H -5.080 6.388 -1.548 -0.2 0.1 -0.1
H -5.114 7.917 -1.004 -0.2 -0.1 -0.1
C -4.271 4.492 0.237 0.7 -0.3 0.1
C -5.186 3.901 1.303 0.8 2.3 0.7
C -5.305 2.419 1.120 0.7 0.9 -0.4
O -6.241 1.951 2.021 -0.3 -0.3 0.5
C -6.367 0.568 1.991 -0.9 -1.2 -0.5
N -4.637 4.253 2.666 -0.9 -0.6 -0.3
H -4.038 5.543 0.428 -0.6 0.1 -0.2
H -4.745 4.325 -0.731 0.3 0.3 -0.1
H -3.260 4.061 0.226 -0.3 -0.4 0.0
H -6.116 4.480 1.171 -0.3 -0.8 0.0
H -4.296 2.008 1.282 -0.2 -0.2 0.2
H -5.546 2.243 0.061 -0.3 -0.3 0.1
H -7.140 0.241 2.690 0.2 0.3 0.2
H -5.454 0.003 2.206 0.2 0.3 0.0
H -6.751 0.229 1.009 0.3 0.1 0.0
H -5.389 4.115 3.349 0.4 -0.3 -0.2
H -4.427 5.244 2.736 0.1 0.0 -0.3
C -0.458 -1.479 -3.663 0.1 -0.5 -0.6
C -0.272 -2.738 -4.542 1.1 1.0 0.2
C -1.090 -3.935 -4.140 -0.4 -0.2 0.8
O -2.433 -3.785 -4.542 -0.6 -0.2 -0.4
C -3.271 -3.290 -3.507 1.1 0.5 0.5
N -0.479 -2.451 -5.958 -0.9 0.0 -0.2
H 0.371 -0.801 -3.881 0.0 0.1 0.2
H -0.433 -1.764 -2.610 -0.1 0.3 0.0
H -1.373 -0.953 -3.938 -0.2 0.0 0.3
H 0.792 -3.003 -4.403 -0.2 -0.3 0.0
H -1.103 -4.072 -3.048 0.4 0.1 0.0
H -0.667 -4.851 -4.551 -0.2 0.0 -0.4
H -2.739 -2.484 -2.981 -0.2 -0.1 0.1
H -3.459 -4.073 -2.764 -0.4 0.0 -0.2
H -4.160 -2.825 -3.914 -0.3 -0.4 -0.2
H -1.446 -2.743 -6.154 0.5 0.0 -0.1
H -0.525 -1.443 -6.101 0.3 -0.1 0.0
O -2.093 2.817 2.967 -0.5 0.2 -1.8
H -1.626 2.637 2.072 -0.8 0.4 1.7
H -2.964 3.286 2.776 1.3 -0.7 0.4
O -0.882 -1.906 2.887 0.0 0.3 -0.6
H -0.467 -1.462 2.109 -0.4 -0.2 0.8
H -1.661 -1.373 3.100 0.3 -0.1 -0.1
O -2.877 3.464 -3.448 0.0 -0.8 -0.8
H -1.954 3.245 -3.254 -0.5 -0.2 -0.3
H -2.825 4.264 -3.995 -0.2 -0.2 0.3
O 2.302 3.691 -0.962 0.2 -0.6 -0.5
H 2.405 2.905 -1.538 0.0 0.5 0.4
H 3.194 4.049 -0.858 -0.3 0.0 0.0
O 2.270 -4.179 -1.793 -0.2 0.3 -0.1
H 1.312 -4.083 -1.905 0.3 -0.1 0.0
H 2.655 -3.544 -2.414 -0.1 -0.2 0.1
O 2.285 1.427 2.473 1.6 -0.7 -0.4
H 1.937 0.528 2.322 0.0 0.6 0.1
H 3.295 1.269 2.512 -1.8 0.0 0.6
O 3.082 1.251 -2.438 0.4 -0.1 -0.2
H 3.063 0.351 -2.791 -0.1 0.3 0.1
H 4.009 1.529 -2.517 -0.3 -0.1 0.0
O 2.074 4.240 2.060 -0.2 0.2 0.0
H 1.250 3.972 2.493 0.3 0.0 0.0
H 2.463 3.405 1.773 -0.3 -0.1 0.1
O 5.376 -2.389 3.001 -0.7 -1.2 -0.6
H 5.623 -2.837 3.822 -0.1 0.1 -0.2
H 4.750 -3.041 2.517 0.6 0.9 0.8
```
Forces are in eV/Å.

Löwdin population analysis, charges in e, atoms 1 to 2: -0.058 -0.411

=====

2.
Entry from the Open Molecules 2025 dataset: a structure of composition C32H11F15GeN6PtS in a non-equilibrium geometry (ωB97M-V/def2-TZVPD).

The HOMO energy (spin up / spin down) is -7.83 / -7.83 eV. The largest force on an atom is 0.0222 hartree/bohr. Its gap between HOMO and LUMO (spin up / spin down) is 0.2355 / 0.2355 Ha. As for the relative energy (zero: lowest compared OMol25 entry of this formula, charge and spin): 10.01 kcal/mol. As for the net charge: 0.

Geometry as XYZ:
```
67
Properties=species:S:1:pos:R:3:forces:R:3
Pt -0.029 0.925 1.101 -0.7 -0.3 -0.8
N -0.676 0.237 5.846 -0.1 0.0 0.0
C -1.392 0.314 4.709 0.1 0.0 0.1
N -0.593 0.616 3.716 0.1 0.1 0.4
C 0.628 0.712 4.312 0.1 0.1 -0.4
N 0.618 0.489 5.609 0.0 0.0 0.0
C 1.877 1.048 3.585 -0.1 -0.1 0.2
C 3.020 1.383 4.306 0.1 0.0 0.1
N 4.167 1.707 3.721 -0.2 -0.1 0.1
C 4.176 1.695 2.395 0.1 0.0 0.0
C 3.052 1.353 1.661 0.0 -0.1 -0.2
N 1.901 1.025 2.246 0.3 0.3 0.5
H -0.980 0.013 6.777 0.0 0.0 0.0
H -2.458 0.149 4.645 0.1 0.0 0.1
H 2.984 1.389 5.389 0.0 0.0 0.0
H 5.104 1.962 1.902 -0.1 0.0 0.0
H 3.071 1.321 0.580 0.0 0.0 0.0
C -1.082 2.572 0.492 0.3 -0.9 0.3
C -0.034 3.406 1.087 -0.4 0.4 -0.3
C -0.057 3.734 2.446 0.0 0.0 0.3
C 1.004 4.393 3.035 0.0 0.0 0.2
C 2.096 4.784 2.261 0.1 0.0 0.1
C 2.091 4.545 0.887 0.1 0.0 -0.1
C 1.040 3.859 0.314 0.2 0.0 -0.2
C 3.219 5.448 2.881 -0.2 -0.1 -0.1
N 4.112 5.967 3.384 0.0 0.0 0.0
H -1.162 2.604 -0.588 -0.1 0.1 0.0
H -2.041 2.570 1.000 -0.1 0.2 0.0
H -0.921 3.452 3.035 0.1 0.0 0.0
H 1.003 4.611 4.097 0.0 0.0 -0.1
H 2.916 4.900 0.282 0.0 0.0 0.0
H 1.032 3.661 -0.751 0.0 0.0 0.0
F 1.853 -0.883 -0.286 0.0 -0.1 -0.1
C 1.824 -1.437 -1.509 -0.2 0.0 0.0
C 0.631 -1.837 -2.085 0.0 0.0 0.2
C 0.728 -2.442 -3.330 -0.1 0.1 0.1
F -0.374 -2.906 -3.940 0.0 0.0 0.1
C 1.929 -2.620 -3.985 0.0 -0.1 -0.2
F 1.980 -3.209 -5.180 0.0 0.0 0.0
C 3.093 -2.186 -3.384 0.2 0.0 -0.1
F 4.259 -2.346 -4.000 0.0 0.0 0.0
C 3.043 -1.593 -2.142 0.1 0.1 0.1
F 4.169 -1.179 -1.555 0.0 0.0 0.0
Ge -1.190 -1.615 -1.320 0.1 -0.2 -0.5
S -1.628 -0.653 0.565 0.3 0.6 0.1
C -2.047 -0.697 -2.856 0.1 0.1 0.1
C -3.018 -1.203 -3.702 0.1 0.0 0.1
F -3.484 -2.448 -3.548 0.0 0.0 0.0
C -3.526 -0.470 -4.757 -0.2 -0.1 -0.1
F -4.455 -0.986 -5.563 0.0 0.0 0.0
C -3.061 0.807 -4.986 -0.1 0.2 -0.2
F -3.548 1.519 -5.998 0.0 0.0 0.0
C -2.083 1.343 -4.174 0.1 0.1 0.0
F -1.622 2.574 -4.406 0.0 0.0 0.0
C -1.592 0.582 -3.134 -0.1 -0.2 0.0
F -0.616 1.118 -2.382 0.0 0.0 0.0
C -1.927 -3.437 -1.125 -0.1 0.1 0.1
C -3.285 -3.561 -0.869 0.2 0.1 0.0
F -4.059 -2.468 -0.852 0.0 0.0 0.0
C -3.888 -4.773 -0.617 -0.2 0.0 0.0
F -5.198 -4.859 -0.383 0.0 0.0 0.0
C -3.115 -5.915 -0.601 -0.1 -0.2 0.1
F -3.678 -7.094 -0.357 0.0 0.0 0.0
C -1.756 -5.834 -0.818 0.1 -0.1 0.0
F -1.012 -6.939 -0.770 0.0 0.0 0.0
C -1.181 -4.603 -1.072 -0.1 0.2 0.0
F 0.147 -4.588 -1.246 0.1 0.1 0.0
```
Forces are in eV/Å.

Löwdin population analysis, charges in e, atoms 1 to 2: 0.625 0.028

=====

no.,DFT total energy (eV)
1,-81627.168
2,-153660.406